6 unconnected molecules or ions with the total composition C20H20Cl10F14O3 in a non-equilibrium geometry. Source: the Open Molecules 2025 dataset; level of theory: ωB97M-V with the def2-TZVPD basis set.

```
67
Properties=species:S:1:pos:R:3:forces:R:3:mulliken_charge:R:1
O 2.284 2.815 4.463 -2.59 -2.26 -2.91 -0.491
C 1.553 2.019 3.865 1.50 2.02 2.93 0.252
O 1.092 0.889 4.640 -0.10 1.13 -4.68 -0.268
C 0.599 -0.004 3.642 -0.15 -3.70 2.14 -0.141
O 0.520 -1.184 3.999 -0.26 3.93 -2.26 -0.502
C 0.321 0.723 2.261 1.64 3.24 0.92 -0.395
C -0.440 0.109 1.014 1.65 -1.31 -0.95 1.193
F 0.406 -0.945 0.524 -1.75 2.10 1.14 -0.203
F -0.616 0.994 -0.071 0.42 -2.04 3.21 0.199
C -1.848 -0.578 1.327 -0.98 -2.17 -1.45 0.346
F -2.214 -1.275 0.130 0.78 1.70 2.55 -0.261
F -1.796 -1.583 2.325 0.18 2.72 -1.95 -0.245
C -3.061 0.415 1.634 -2.20 -0.40 -0.29 0.597
F -4.213 -0.418 1.814 2.66 1.67 -0.26 -0.297
F -3.390 1.289 0.580 1.27 -1.89 2.23 -0.224
C -2.933 1.274 2.976 -2.14 2.04 1.85 0.516
F -4.253 1.721 3.285 3.11 -1.04 -0.76 -0.261
F -2.520 0.539 4.102 -0.32 1.82 -3.01 -0.225
F -2.187 2.475 2.805 -1.28 -3.42 0.47 -0.170
C 0.954 2.003 2.397 -1.61 -3.09 -0.24 0.238
C 1.036 3.154 1.267 0.84 -0.66 0.25 0.972
F 1.670 2.579 0.121 -1.86 1.31 2.44 -0.259
F -0.244 3.663 0.982 2.88 -1.16 0.47 -0.226
C 2.020 4.366 1.701 1.43 1.54 -1.64 0.510
F 2.202 5.145 0.520 -0.60 -1.62 2.98 -0.262
F 3.332 3.885 2.015 -3.79 1.19 -0.31 -0.215
F 1.478 5.194 2.687 1.50 -2.25 -2.10 -0.200
Cl 1.734 -2.209 -2.318 0.00 0.10 -0.04 -0.117
C 2.048 -3.921 -1.940 0.02 -0.28 -0.02 -0.320
C 1.870 -4.223 -0.466 -0.18 -0.11 -0.12 -0.394
Cl 3.130 -3.457 0.535 0.00 0.06 0.02 -0.203
H 3.056 -4.163 -2.281 -0.08 0.12 0.12 0.394
H 1.340 -4.509 -2.526 0.01 0.07 0.15 0.038
H 1.943 -5.299 -0.297 0.04 0.09 -0.09 0.358
H 0.899 -3.885 -0.102 0.14 0.05 -0.08 0.235
Cl 1.297 2.652 -4.099 0.04 0.08 -0.01 -0.202
C -0.162 1.635 -3.969 0.08 0.14 -0.04 -0.058
C -1.351 2.412 -3.441 -0.10 0.14 -0.32 -0.581
Cl -1.146 2.871 -1.731 -0.19 0.51 -0.66 -0.065
H 0.077 0.785 -3.337 0.19 0.39 -0.10 -0.080
H -0.378 1.262 -4.973 -0.05 0.08 0.06 0.331
H -2.250 1.798 -3.498 0.15 0.06 0.02 0.272
H -1.524 3.322 -4.017 0.16 -0.06 0.10 0.447
Cl -1.676 -0.624 -2.745 -0.49 -0.77 0.24 0.007
C -1.993 -1.702 -4.127 0.02 -0.10 -0.18 -0.678
C -3.059 -2.732 -3.815 -0.12 0.13 -0.20 -0.529
Cl -2.509 -3.932 -2.617 0.05 0.13 0.08 -0.183
H -1.050 -2.172 -4.412 -0.08 0.02 0.16 0.323
H -2.321 -1.068 -4.954 -0.07 -0.09 0.07 0.328
H -3.317 -3.285 -4.720 0.10 0.07 0.05 0.357
H -3.968 -2.265 -3.431 0.17 -0.03 0.05 0.336
Cl -0.792 -9.772 -4.054 0.03 -0.01 0.02 -0.186
C -1.929 -8.667 -3.241 -0.11 0.09 0.07 -0.499
C -1.474 -7.224 -3.310 -0.30 -0.08 -0.12 -0.277
Cl -0.016 -6.932 -2.327 0.03 -0.04 0.01 -0.156
H -2.047 -9.002 -2.210 0.11 0.06 -0.12 0.334
H -2.891 -8.776 -3.746 0.11 0.09 0.00 0.332
H -2.255 -6.570 -2.919 0.07 -0.14 0.00 0.138
H -1.257 -6.920 -4.335 0.06 -0.10 0.13 0.304
Cl 4.663 7.275 2.796 -0.02 0.03 -0.02 -0.177
C 4.705 6.916 4.540 0.03 -0.11 0.20 -0.465
C 3.385 7.218 5.219 0.03 -0.22 0.04 -0.163
Cl 3.043 8.965 5.280 -0.01 0.02 -0.03 -0.193
H 5.524 7.485 4.982 -0.16 0.02 -0.09 0.384
H 4.937 5.854 4.638 -0.12 0.07 -0.01 0.272
H 3.410 6.864 6.252 0.08 0.04 -0.09 0.316
H 2.552 6.728 4.712 0.14 0.11 -0.02 0.043
```
Forces are in eV/Å.

LUMO level (eV): -2.69
SMILES: O=C1OC(=O)C(C(F)(F)C(F)(F)C(F)(F)C(F)(F)F)=C1C(F)(F)C(F)(F)F.ClCCCl.ClCCCl.ClCCCl.ClCCCl.ClCCCl
Largest force on an atom (eV Å⁻¹): 4.816
HOMO-LUMO gap (eV): 7.88
Total charge: 0
2S+1: 1



A molecular structure, C71H58MnN3O2P2S2 in a non-equilibrium geometry. Source: the Open Molecules 2025 dataset; level of theory: ωB97M-V with the def2-TZVPD basis set.

```
139
Properties=species:S:1:pos:R:3:forces:R:3:lowdin_spin:R:1
Mn 0.197 0.269 0.010 -0.73 0.91 1.92 0.000
O 0.096 -2.553 0.574 0.45 0.22 0.32 0.000
S 1.012 -1.478 1.128 -0.58 -1.01 -0.27 0.000
C 2.614 -2.205 0.986 0.21 0.34 -0.02 0.001
C 3.116 -2.973 2.017 -0.03 -0.05 -0.12 0.000
C 4.359 -3.622 1.944 0.01 -0.02 0.06 0.001
C 5.084 -3.498 0.793 0.05 -0.02 -0.02 0.000
C 6.426 -4.068 0.408 -0.06 0.01 -0.02 0.000
C 6.624 -3.647 -1.070 -0.05 -0.01 0.01 0.000
C 5.406 -2.827 -1.403 0.03 0.01 0.05 0.001
C 5.035 -2.196 -2.557 0.02 -0.01 -0.07 0.001
C 3.788 -1.555 -2.579 -0.03 -0.02 0.05 0.003
C 2.908 -1.509 -1.510 0.01 0.01 0.04 0.007
P 1.339 -0.621 -1.822 0.20 -0.32 -0.56 0.008
C 2.120 1.028 -2.024 -0.16 -0.19 -0.19 0.145
C 3.010 2.372 -0.181 0.63 -0.54 0.21 0.095
C 3.532 3.473 -0.807 -0.04 0.31 -0.08 0.157
C 3.516 3.819 -2.170 0.00 -0.03 0.06 0.049
C 3.010 3.065 -3.198 -0.03 0.00 -0.04 0.199
C 2.410 1.771 -3.107 0.06 0.04 0.05 0.037
C 0.600 -1.212 -3.357 -0.01 0.05 -0.01 0.000
C 1.120 -1.121 -4.651 -0.01 -0.01 0.01 0.000
C 0.425 -1.674 -5.714 0.01 0.01 -0.03 0.000
C -0.780 -2.333 -5.499 -0.04 0.00 0.01 0.000
C -1.305 -2.428 -4.219 -0.01 0.04 -0.05 0.000
C -0.621 -1.861 -3.154 0.08 -0.04 -0.02 0.000
C 3.298 -2.111 -0.271 0.00 -0.08 0.06 0.001
C 4.544 -2.772 -0.290 -0.02 0.03 0.00 0.001
C 0.634 -1.398 2.856 0.13 0.17 0.02 0.000
C 1.552 -1.122 3.845 -0.04 -0.05 0.00 0.000
C 1.213 -1.185 5.212 -0.01 0.01 0.03 0.000
C -0.062 -1.561 5.550 -0.02 -0.02 0.01 0.000
C -0.723 -1.788 6.888 0.01 -0.01 -0.03 0.000
C -2.207 -2.110 6.554 0.02 0.00 -0.06 0.000
C -2.293 -2.024 5.049 -0.01 0.05 0.07 0.000
C -3.346 -2.119 4.184 -0.06 -0.04 0.00 0.000
C -3.111 -1.877 2.812 0.01 0.01 -0.03 0.000
C -1.862 -1.609 2.291 -0.13 -0.03 -0.05 0.000
P -1.804 -0.964 0.587 -0.17 -0.16 0.04 0.001
C -2.710 0.626 0.822 0.57 0.74 -0.45 0.001
C -2.362 2.441 2.748 0.20 0.03 -0.36 0.000
C -3.304 3.522 2.277 -0.09 0.02 0.14 0.000
C -4.468 3.000 1.417 -0.02 -0.05 -0.05 0.000
C -4.217 2.430 0.063 -0.01 0.06 0.13 0.001
C -3.482 1.330 -0.184 -0.17 -0.26 0.32 0.000
C -2.818 -2.140 -0.356 0.01 0.13 -0.11 0.000
C -2.369 -3.455 -0.509 0.03 -0.06 -0.08 0.000
C -3.167 -4.383 -1.159 -0.02 0.02 0.00 0.000
C -4.411 -4.019 -1.658 0.00 -0.02 -0.01 0.000
C -4.872 -2.724 -1.484 -0.02 0.05 0.00 0.000
C -4.082 -1.787 -0.831 -0.01 -0.11 0.10 0.000
C -0.738 -1.613 3.163 0.02 0.10 0.07 0.000
C -1.012 -1.751 4.528 0.01 0.03 0.02 0.000
H 2.525 -3.108 2.910 0.01 0.02 0.03 0.000
H 4.710 -4.208 2.785 -0.02 0.00 -0.02 0.000
H 6.432 -5.151 0.529 0.00 0.00 0.00 0.000
H 7.213 -3.680 1.054 -0.01 0.01 0.00 0.000
H 6.682 -4.516 -1.728 0.01 0.01 -0.01 0.000
H 7.543 -3.081 -1.224 -0.01 0.02 0.01 0.000
H 5.656 -2.205 -3.443 -0.02 0.01 0.01 0.000
H 3.500 -1.077 -3.506 0.01 -0.01 -0.02 0.000
H 3.036 2.284 0.896 -0.12 0.18 0.02 0.001
H 4.034 4.163 -0.139 -0.06 -0.05 0.06 0.005
H 3.970 4.772 -2.415 -0.03 -0.03 -0.07 -0.001
H 3.098 3.461 -4.203 0.01 0.06 0.05 0.008
H 2.134 1.313 -4.048 0.01 -0.04 0.02 -0.002
H 2.065 -0.636 -4.855 -0.01 0.00 0.00 0.000
H 0.834 -1.606 -6.714 -0.01 0.00 0.02 0.000
H -1.304 -2.780 -6.335 0.01 0.02 0.01 0.000
H -2.241 -2.943 -4.042 0.02 0.01 0.01 0.000
H -1.022 -1.946 -2.153 0.00 0.00 -0.01 0.000
H 2.575 -0.891 3.575 -0.01 -0.02 0.01 0.000
H 1.964 -0.973 5.962 -0.02 -0.01 -0.02 0.000
H -0.628 -0.911 7.528 0.00 0.01 -0.02 0.000
H -0.241 -2.611 7.416 0.00 0.00 0.00 0.000
H -2.894 -1.407 7.025 0.01 0.01 0.00 0.000
H -2.490 -3.104 6.903 0.00 0.00 -0.02 0.000
H -4.351 -2.334 4.526 0.01 0.02 -0.02 0.000
H -3.965 -1.870 2.141 -0.01 -0.04 0.02 0.000
H -1.537 2.803 3.350 -0.01 0.10 -0.02 0.000
H -3.028 4.566 2.339 0.03 -0.05 -0.02 0.000
H -5.236 3.767 1.364 -0.03 0.00 0.01 0.000
H -4.742 2.877 -0.777 0.04 -0.02 0.00 0.000
H -3.473 0.922 -1.189 0.11 0.05 0.04 0.000
H -1.407 -3.753 -0.121 -0.08 -0.03 -0.03 0.000
H -2.817 -5.401 -1.268 0.01 0.01 0.00 0.000
H -5.029 -4.749 -2.166 0.01 0.01 0.01 0.000
H -5.852 -2.442 -1.847 0.02 0.01 0.00 0.000
H -4.485 -0.803 -0.651 -0.02 0.02 -0.01 0.000
O 2.263 1.373 -0.685 -0.37 0.28 -0.09 0.086
S 5.220 0.819 -0.049 0.03 0.04 0.01 0.156
C 6.601 1.998 -0.206 -0.09 -0.02 0.07 0.009
C 6.848 2.535 1.199 0.02 -0.07 0.01 0.000
C 6.693 1.346 2.144 -0.04 0.06 -0.01 0.001
C 5.392 0.636 1.765 0.01 0.02 -0.08 0.012
H 6.326 2.762 -0.936 0.02 0.00 0.00 0.001
H 7.463 1.451 -0.585 0.00 0.02 -0.04 0.003
H 6.114 3.307 1.445 0.01 0.01 -0.01 0.000
H 7.839 2.982 1.269 -0.02 0.03 0.01 0.000
H 6.661 1.661 3.187 0.03 -0.03 0.01 0.000
H 7.537 0.666 2.027 -0.01 -0.01 -0.01 0.000
H 4.527 1.099 2.245 0.01 -0.02 0.02 0.003
H 5.393 -0.428 2.000 -0.02 0.00 0.01 0.002
C -0.672 4.278 -1.290 0.00 0.05 0.03 0.001
C -0.464 3.116 -0.578 0.03 0.02 -0.05 0.000
N -0.568 1.894 -1.129 -0.04 0.02 -0.18 0.004
C -0.921 1.825 -2.421 -0.09 -0.01 0.04 0.001
C -1.125 2.941 -3.229 -0.07 -0.02 -0.04 0.000
C -0.981 4.191 -2.637 -0.06 0.04 -0.02 0.000
C -1.344 2.869 -4.690 0.08 0.07 0.11 0.000
C -2.131 2.096 -5.436 -0.13 -0.04 -0.04 0.000
C -3.175 1.133 -5.045 0.10 0.07 -0.03 0.000
C -3.768 0.355 -6.030 0.00 -0.02 -0.07 0.000
C -4.789 -0.497 -5.645 -0.02 -0.07 0.04 0.000
N -5.222 -0.552 -4.388 0.04 0.08 0.07 0.000
C -4.610 0.259 -3.532 0.04 -0.02 -0.17 0.000
N -3.595 1.080 -3.775 -0.08 -0.07 0.13 0.000
H -0.576 5.235 -0.796 -0.01 -0.02 -0.02 0.000
H -0.190 3.155 0.466 -0.01 -0.03 0.03 0.000
H -1.032 0.834 -2.839 0.04 -0.05 -0.02 0.000
H -1.127 5.088 -3.228 0.03 -0.01 0.01 0.000
H -0.765 3.610 -5.235 0.04 -0.05 0.00 0.000
H -2.068 2.249 -6.508 0.03 -0.02 0.02 0.000
H -3.455 0.426 -7.064 0.00 -0.03 0.03 0.000
H -5.282 -1.148 -6.359 0.01 0.03 0.01 0.000
H -4.995 0.258 -2.520 -0.05 -0.03 0.04 0.000
C -0.760 0.960 1.423 1.27 0.04 -0.84 0.002
C -1.970 1.337 1.857 -0.79 -0.68 -0.14 0.000
C -3.697 2.588 3.420 -0.18 0.14 0.06 0.000
C -4.816 1.985 2.574 0.11 -0.09 -0.01 0.000
C -6.161 2.110 3.208 0.05 -0.02 -0.11 0.000
C -6.298 2.534 4.463 0.04 0.04 0.16 0.000
C -5.152 2.909 5.311 -0.21 -0.04 0.02 0.000
C -3.909 2.926 4.837 0.21 -0.09 -0.08 0.000
H -4.632 0.945 2.257 -0.04 0.00 0.05 0.000
H -7.025 1.809 2.627 0.02 0.03 0.02 0.000
H -7.287 2.590 4.900 0.03 0.02 0.00 0.000
H -5.343 3.190 6.339 -0.03 -0.03 -0.02 0.000
H -3.067 3.220 5.452 -0.01 -0.01 -0.02 0.000
```
Forces are in eV/Å.

LUMO level (alpha / beta) (eV): -8.35 / -9.64
Largest force on an atom (eV Å⁻¹): 2.248
HOMO-LUMO gap (alpha / beta) (eV): 5.49 / 4.20
Energy above the lowest of the compared OMol25 structures with the same formula, charge and spin (kJ/mol): 30.0
Total charge: +3
2S+1: 2
Expectation value of S²: 0.783



A molecular structure, C3H4P2 in a non-equilibrium geometry. Source: the Open Molecules 2025 dataset; level of theory: ωB97M-V with the def2-TZVPD basis set.

```
9
Properties=species:S:1:pos:R:3:forces:R:3:mulliken_charge:R:1
C -0.376 0.133 0.951 1.87 -0.83 -0.47 -0.353
C -0.571 0.748 -0.407 3.83 -2.09 1.32 -0.359
C 0.010 -0.598 -0.798 -0.97 1.20 2.56 -0.127
P -0.905 -1.558 0.725 1.58 -0.14 0.03 -0.005
P 1.297 0.807 -0.861 -1.09 -0.08 0.34 -0.049
H 0.505 0.426 1.628 -1.25 -0.56 -1.22 0.314
H -1.363 1.339 -0.585 -2.63 1.67 -1.52 0.514
H 0.127 -2.355 1.626 -1.09 1.26 -1.24 0.041
H 1.277 1.059 -2.278 -0.26 -0.43 0.19 0.023
```
Forces are in eV/Å.

LUMO level (eV): 0.08
Largest force on an atom (eV Å⁻¹): 4.560
HOMO-LUMO gap (eV): 8.24
Energy above the lowest of the compared OMol25 structures with the same formula, charge and spin (kJ/mol): 365.4
Total charge: 0
2S+1: 1